Entry 1:
{"formula": "CN4O2S", "method": "the ωB97M-V functional and the def2-TZVPD basis", "species": ["C", "N", "N", "N", "N", "O", "O", "S"], "coordinates": [[-0.43032, -0.34497, -0.78816], [-0.60022, 2.63599, 2.45568], [-1.55182, -0.16550, -0.46767], [0.15050, 0.48941, 2.25477], [-0.29778, 1.54150, 2.34783], [0.29776, -2.48118, -1.65050], [1.36459, -0.48148, -2.72940], [1.06730, -1.19377, -1.42255]], "mulliken_charge": [0.279, -0.646, -0.494, -0.575, 0.258, -0.631, -0.644, 0.452], "e_homo_ev": 0.39, "lumo_ev": 6.090, "total_charge": -2, "gap_ev": 5.696, "relative_energy_kcal_mol": 6.1, "spin_multiplicity": 1}

=====

Entry 2:
{"formula": "CN5O2", "method": "the ωB97M-V functional and the def2-TZVPD basis", "species": ["C", "N", "N", "N", "N", "N", "O", "O"], "coordinates": [[0.04735, -0.03763, -0.00861], [-1.99329, 0.63726, -0.03848], [-0.82411, 1.14296, -0.07940], [-0.73391, -1.11123, 0.06473], [-1.96248, -0.68784, 0.05426], [1.42704, 0.00889, -0.00108], [1.98845, 1.09691, 0.09566], [2.05094, -1.04932, -0.08709]], "mulliken_charge": [0.360, -0.339, -0.148, -0.172, -0.399, 0.859, -0.576, -0.583], "e_homo_ev": -5.58, "lumo_ev": 3.583, "total_charge": -1, "gap_ev": 9.161, "relative_energy_kcal_mol": 80.8, "spin_multiplicity": 1}

=====

Entry 3:
{"formula": "CNO6S", "method": "the ωB97M-V functional and the def2-TZVPD basis", "species": ["C", "N", "O", "O", "O", "O", "O", "O", "S"], "coordinates": [[2.63350, 0.49146, 0.12958], [-2.87810, 0.01057, -0.58804], [0.63791, -0.60854, 1.19809], [-3.57830, 0.79866, -1.26101], [2.11143, 1.43565, 0.47387], [-1.62170, 0.41293, -0.33952], [-0.56464, -1.99005, -0.46933], [3.26550, -0.45670, -0.11267], [-0.65310, -1.10159, 0.68917]], "mulliken_charge": [0.788, 0.167, -0.536, -0.435, -0.340, -0.331, -0.483, -0.430, 0.601], "e_homo_ev": -5.32, "lumo_ev": 3.384, "total_charge": -1, "gap_ev": 8.704, "relative_energy_kcal_mol": 1.8, "spin_multiplicity": 1}

=====

Entry 4:
{"formula": "CNOP", "method": "the ωB97M-V functional and the def2-TZVPD basis", "species": ["C", "N", "O", "P"], "coordinates": [[-0.18848, -0.28837, -2.36649], [-0.58732, 0.05743, -1.31404], [0.73052, 0.48762, 2.36695], [0.04528, -0.25668, 1.31358]], "mulliken_charge": [-0.196, -0.492, -0.255, 0.943], "e_homo_ev": [-9.52, -9.52], "lumo_ev": [-3.416, -3.416], "gap_ev": [6.102, 6.101], "relative_energy_kcal_mol": 43.9, "spin_multiplicity": 1}

=====

Entry 5:
{"formula": "CO2PS", "method": "the ωB97M-V functional and the def2-TZVPD basis", "species": ["C", "O", "O", "P", "S"], "coordinates": [[0.64879, -0.68005, 0.23615], [1.72282, -0.72013, -0.35831], [-0.11956, -1.32173, 0.88722], [-0.15921, 1.34675, -0.47893], [-2.09285, 1.37516, -0.28613]], "mulliken_charge": [0.440, -0.565, -0.509, 0.017, -0.383], "e_homo_ev": [-2.67, -2.67], "lumo_ev": [3.212, 3.247], "total_charge": -1, "gap_ev": [5.884, 5.919], "relative_energy_kcal_mol": 0.0, "spin_multiplicity": 1}

=====

Entry 6:
{"formula": "COP2", "method": "the ωB97M-V functional and the def2-TZVPD basis", "species": ["C", "O", "P", "P"], "coordinates": [[-0.45253, 0.49793, -0.66308], [-1.56529, 0.67443, -0.50897], [0.71356, -1.30842, 1.19289], [1.30427, 0.13606, -0.02085]], "mulliken_charge": [0.322, -0.211, -0.105, -0.007], "e_homo_ev": -8.03, "lumo_ev": -1.275, "gap_ev": 6.751, "relative_energy_kcal_mol": 29.1, "spin_multiplicity": 1}

=====

Entry 7:
{"formula": "CaCl4", "method": "the ωB97M-V functional and the def2-TZVPD basis", "species": ["Ca", "Cl", "Cl", "Cl", "Cl"], "coordinates": [[0.49184, 0.54325, -0.46251], [3.91657, -1.94273, -0.32324], [0.01201, 3.06692, 2.95023], [-1.92586, -2.19350, 1.48737], [-2.49456, 0.52605, -3.65187]], "mulliken_charge": [1.556, -0.892, -0.893, -0.867, -0.904], "e_homo_ev": -3.00, "lumo_ev": 2.181, "total_charge": -2, "gap_ev": 5.180, "relative_energy_kcal_mol": 150.1, "spin_multiplicity": 1}

=====

Entry 8:
{"formula": "CaH16O8", "method": "the ωB97M-V functional and the def2-TZVPD basis", "species": ["Ca", "O", "H", "H", "O", "H", "H", "O", "H", "H", "O", "H", "H", "O", "H", "H", "O", "H", "H", "O", "H", "H", "O", "H", "H"], "coordinates": [[0.14963, -0.06235, 0.12223], [1.43172, -1.51211, 1.55708], [1.37832, -2.49013, 1.56870], [1.67278, -1.30342, 2.50804], [-2.15743, 0.77547, -0.37528], [-2.36130, 1.72383, -0.35894], [-2.80768, 0.13426, -0.04659], [-1.34219, -1.89598, -0.81435], [-1.37599, -2.72665, -0.36716], [-2.08231, -1.93704, -1.36420], [-1.26546, -0.43487, 1.95209], [-0.91825, -0.71484, 2.80793], [-2.10209, -0.85188, 1.74309], [2.51411, 0.63840, -0.19076], [3.24832, 0.22963, 0.24721], [2.67619, 0.58785, -1.11827], [0.03359, 2.10949, 1.28606], [-0.50106, 2.19952, 2.12032], [-0.00233, 2.94687, 0.82860], [1.05433, -1.21856, -1.72492], [0.25709, -1.34462, -2.25310], [1.70909, -0.84396, -2.33170], [0.23671, 1.78235, -1.62499], [-0.44814, 1.95718, -2.27763], [1.00236, 2.25155, -1.89344]], "mulliken_charge": [1.838, -0.629, 0.299, 0.310, -0.544, 0.294, 0.286, -0.504, 0.253, 0.269, -0.543, 0.266, 0.280, -0.533, 0.294, 0.281, -0.583, 0.312, 0.311, -0.647, 0.343, 0.306, -0.497, 0.269, 0.270], "e_homo_ev": -19.01, "lumo_ev": -6.588, "total_charge": 2, "gap_ev": 12.420, "relative_energy_kcal_mol": 18.3, "spin_multiplicity": 1}

=====

Entry 9:
{"formula": "CaO4P", "method": "the ωB97M-V functional and the def2-TZVPD basis", "species": ["Ca", "P", "O", "O", "O", "O"], "coordinates": [[0.67250, 2.70561, -0.25884], [-0.14989, -0.54054, -0.00774], [-1.56553, 0.05175, -0.06529], [0.08094, -1.61134, -1.05681], [0.03167, -1.21928, 1.39115], [0.93032, 0.61380, -0.00248]], "mulliken_charge": [0.926, 0.875, -0.709, -0.673, -0.656, -0.763], "e_homo_ev": -2.24, "lumo_ev": 0.507, "total_charge": -1, "gap_ev": 2.745, "relative_energy_kcal_mol": 42.7, "spin_multiplicity": 1}

=====

Entry 10:
{"formula": "Cd3N6O18", "method": "the ωB97M-V functional and the def2-TZVPD basis", "species": ["Cd", "Cd", "Cd", "N", "O", "O", "O", "N", "O", "O", "O", "N", "O", "O", "O", "N", "O", "O", "O", "N", "O", "O", "O", "N", "O", "O", "O"], "coordinates": [[1.35648, -2.14609, 2.40910], [3.16051, 1.74460, 0.28810], [-1.47536, -0.22088, -2.15341], [-0.16963, -0.41392, 4.78464], [0.67711, -0.92575, 3.95231], [-1.10803, -1.12109, 5.20953], [0.11972, 0.59380, 5.53623], [0.33102, 0.06998, 0.30559], [-0.76235, 0.34998, -0.29887], [0.35659, -1.03937, 0.98282], [1.36041, 0.66858, 0.22807], [-0.38855, 2.18810, -3.73047], [-0.18945, 1.25094, -2.90798], [-1.28789, 2.25065, -4.63268], [0.38509, 3.13712, -3.75155], [-3.56128, 2.25140, -2.10675], [-3.45585, 2.88511, -3.19428], [-2.95701, 1.20126, -2.12962], [-4.05494, 2.67966, -1.06436], [3.99288, 0.18946, -2.55552], [3.38329, 0.64927, -3.49449], [4.95226, -0.40189, -2.59804], [3.61042, 0.24916, -1.42093], [-1.16194, -3.98049, 2.98904], [-1.80772, -3.79638, 3.93208], [-0.24200, -3.28443, 2.86560], [-1.06384, -5.02871, 2.55572]], "mulliken_charge": [1.297, 1.226, 1.447, 0.656, -0.487, -0.428, -0.534, 1.069, -0.526, -0.562, -0.427, 1.028, -0.641, -0.508, -0.588, 0.818, -0.514, -0.537, -0.578, 1.038, -0.563, -0.503, -0.491, 0.914, -0.531, -0.447, -0.628], "e_homo_ev": -8.98, "lumo_ev": -6.832, "gap_ev": 2.143, "relative_energy_kcal_mol": 0.0, "spin_multiplicity": 1}

=====

Entry 11:
{"formula": "CdH10O9P", "method": "the ωB97M-V functional and the def2-TZVPD basis", "species": ["Cd", "P", "O", "O", "O", "O", "O", "H", "H", "O", "H", "H", "O", "H", "H", "O", "H", "H", "O", "H", "H"], "coordinates": [[-15.63015, 15.77702, 8.84999], [-17.15481, 14.14369, 10.10958], [-16.45318, 15.42331, 10.56556], [-18.68157, 14.25609, 10.27537], [-16.91256, 12.94969, 11.07518], [-16.59811, 13.97879, 8.72608], [-14.95797, 15.64562, 6.86905], [-14.06633, 15.31522, 6.75931], [-15.41239, 15.38011, 6.06953], [-13.85809, 14.72761, 9.46378], [-13.23289, 14.87051, 10.17436], [-13.72368, 13.81573, 9.20562], [-14.42942, 17.37505, 9.36040], [-14.30338, 18.05718, 8.70083], [-13.68757, 17.47764, 9.95654], [-18.02090, 14.31134, 6.77486], [-18.89820, 14.12608, 7.10992], [-17.43989, 14.14065, 7.51616], [-17.08404, 16.99577, 8.28125], [-17.27577, 17.25436, 7.37981], [-17.94379, 16.87227, 8.68351]], "mulliken_charge": [1.061, 1.052, -0.675, -0.634, -0.513, -0.872, -0.521, 0.294, 0.297, -0.380, 0.235, 0.276, -0.381, 0.295, 0.279, -0.744, 0.285, 0.503, -0.493, 0.297, 0.337], "e_homo_ev": [-8.39, -7.72], "lumo_ev": [-0.899, -1.272], "gap_ev": [7.488, 6.443], "spin_multiplicity": 2}

=====

Entry 12:
{"formula": "Cl2FO3P", "method": "the ωB97M-V functional and the def2-TZVPD basis", "species": ["O", "O", "O", "F", "P", "Cl", "Cl"], "coordinates": [[0.49614, -0.02875, -0.33204], [3.14831, 0.52017, -0.74132], [-1.09016, 0.12810, 1.52826], [-1.74594, -0.88048, -0.61347], [-0.54392, -0.97847, 0.52063], [1.98458, -0.15046, -1.32493], [-2.24900, 1.38989, 0.96286]], "mulliken_charge": [-0.290, -0.384, -0.260, -0.282, 0.516, 0.604, 0.097], "e_homo_ev": -10.21, "lumo_ev": -1.602, "gap_ev": 8.612, "relative_energy_kcal_mol": 106.0, "spin_multiplicity": 1}

=====

Entry 13:
{"formula": "Cl2FZn", "method": "the ωB97M-V functional and the def2-TZVPD basis", "species": ["Zn", "F", "Cl", "Cl"], "coordinates": [[13.88792, -29.92438, -27.86101], [13.59360, -30.53308, -26.45076], [15.66896, -30.56707, -27.58675], [13.58293, -28.83299, -29.60759]], "mulliken_charge": [0.442, -0.639, -0.444, -0.359], "e_homo_ev": -4.63, "lumo_ev": 3.693, "total_charge": -1, "gap_ev": 8.323, "spin_multiplicity": 1}

=====

Entry 14:
{"formula": "Cl2Fe2N6O18", "method": "the ωB97M-V functional and the def2-TZVPD basis", "species": ["Fe", "Fe", "N", "O", "O", "O", "N", "O", "O", "O", "N", "O", "O", "O", "N", "O", "O", "O", "N", "O", "O", "O", "N", "O", "O", "O", "Cl", "Cl"], "coordinates": [[15.01474, 21.58916, 22.34810], [16.35587, 25.78306, 23.80093], [18.02885, 20.99663, 21.35310], [17.06871, 21.30810, 21.94152], [17.95135, 21.02947, 20.11715], [18.94386, 20.39962, 21.89644], [19.58978, 26.45402, 24.16798], [19.98289, 27.09641, 23.22248], [20.16168, 26.77781, 25.14085], [18.49049, 25.85771, 24.17301], [16.14605, 22.88431, 25.32095], [16.35930, 24.04912, 25.03281], [15.66750, 22.10431, 24.45294], [16.49188, 22.44232, 26.43100], [14.41495, 24.11744, 22.52963], [15.41645, 23.72437, 22.00763], [13.62908, 23.19796, 22.63568], [14.41433, 25.27229, 22.93595], [14.37100, 20.79468, 19.19815], [14.34095, 21.28385, 20.35074], [15.41029, 20.68064, 18.63959], [13.33931, 20.24265, 18.72272], [17.12924, 28.01894, 21.56162], [16.59630, 28.99911, 22.03852], [16.96867, 26.88276, 22.03885], [17.83746, 28.14836, 20.55383], [15.47103, 27.66050, 25.00461], [14.25370, 19.38726, 23.21805]], "mulliken_charge": [1.080, 1.108, 0.856, -0.440, -0.640, -0.687, 0.909, -0.638, -0.663, -0.500, 0.784, -0.498, -0.423, -0.648, 1.664, -0.667, -0.759, -0.751, 0.843, -0.467, -0.576, -0.700, 0.931, -0.664, -0.363, -0.687, -0.686, -0.720], "e_homo_ev": [1.43, 1.57], "lumo_ev": [8.945, 8.933], "total_charge": -4, "gap_ev": [7.514, 7.359], "spin_multiplicity": 9}

=====

Entry 15:
{"formula": "Cl2H2N2", "method": "the ωB97M-V functional and the def2-TZVPD basis", "species": ["N", "N", "Cl", "Cl", "H", "H"], "coordinates": [[0.64462, 0.56576, -0.29133], [-0.80809, -0.27703, 0.18322], [1.90177, -0.15254, 0.57090], [-0.46661, -2.00051, 0.36261], [0.64747, 0.46180, -1.27711], [-0.95014, 0.19993, 1.13591]], "mulliken_charge": [-0.219, -0.270, 0.025, -0.098, 0.269, 0.293], "e_homo_ev": [-6.45, -9.54], "lumo_ev": [0.343, -2.916], "gap_ev": [6.795, 6.626], "relative_energy_kcal_mol": 49.2, "spin_multiplicity": 3}

=====

Entry 16:
{"formula": "Cl2H2NP", "method": "the ωB97M-V functional and the def2-TZVPD basis", "species": ["N", "P", "Cl", "Cl", "H", "H"], "coordinates": [[-0.47090, 0.72392, 0.35301], [0.40582, 0.43583, -1.04202], [-2.19711, 0.91522, 0.15196], [-0.05349, -0.23419, 1.78063], [1.55206, 0.46137, -0.04151], [0.76361, -2.30214, -1.20207]], "mulliken_charge": [-0.065, 0.058, -0.038, -0.013, 0.091, -0.034], "e_homo_ev": [-10.16, -8.38], "lumo_ev": [-1.245, -0.851], "gap_ev": [8.918, 7.527], "relative_energy_kcal_mol": 177.3, "spin_multiplicity": 1}

=====

Entry 17:
{"formula": "Cl2H2NaO9", "method": "the ωB97M-V functional and the def2-TZVPD basis", "species": ["Na", "Cl", "O", "O", "O", "O", "Cl", "O", "O", "O", "O", "O", "H", "H"], "coordinates": [[-0.90994, -0.00756, 1.08088], [-0.77216, -0.94961, -2.24598], [0.10446, -1.37481, -1.15424], [-0.97420, -2.03995, -3.18103], [-2.11056, -0.63164, -1.75140], [-0.19634, 0.22748, -2.84866], [1.89420, 2.52425, 1.05345], [1.92275, 1.56694, 0.00976], [1.91914, 3.85344, 0.52478], [0.67767, 2.34648, 1.84479], [3.02054, 2.32823, 1.92874], [-1.62453, -2.29152, 1.38068], [-1.86937, -2.52330, 2.28396], [-1.08166, -3.02845, 1.07425]], "mulliken_charge": [0.858, 1.660, -0.657, -0.667, -0.673, -0.596, 1.734, -0.631, -0.651, -0.738, -0.661, -0.602, 0.297, 0.326], "e_homo_ev": -6.38, "lumo_ev": 1.407, "total_charge": -1, "gap_ev": 7.786, "spin_multiplicity": 1}

=====

Entry 18:
{"formula": "Cl2H2OP2", "method": "the ωB97M-V functional and the def2-TZVPD basis", "species": ["O", "P", "P", "Cl", "Cl", "H", "H"], "coordinates": [[2.42049, -1.32576, 1.71256], [-0.01019, -0.97455, -0.38193], [2.03369, -0.53964, 0.56306], [3.43576, -0.69664, -0.80023], [2.19710, 2.36150, 0.28053], [-0.06680, 0.40689, -0.66102], [-0.82447, -0.41469, 0.68842]], "mulliken_charge": [-0.426, -0.053, 0.681, -0.070, -0.438, 0.162, 0.145], "e_homo_ev": [-10.11, -10.11], "lumo_ev": [-2.788, -2.787], "gap_ev": [7.326, 7.327], "relative_energy_kcal_mol": 60.6, "spin_multiplicity": 1}

=====

Entry 19:
{"formula": "Cl2H2Si", "method": "the ωB97M-V functional and the def2-TZVPD basis", "species": ["Si", "Cl", "Cl", "H", "H"], "coordinates": [[-0.58026, 0.20967, -0.03747], [-1.43679, -1.60333, -0.07132], [2.70067, -0.33775, -0.16091], [-1.15491, 1.06690, 1.11451], [0.47130, 0.66451, -0.84480]], "mulliken_charge": [0.667, -0.053, -0.643, 0.015, 0.014], "e_homo_ev": -8.87, "lumo_ev": -2.557, "gap_ev": 6.312, "relative_energy_kcal_mol": 92.9, "spin_multiplicity": 1}

=====

Entry 20:
{"formula": "Cl2H3N2OP", "method": "the ωB97M-V functional and the def2-TZVPD basis", "species": ["N", "N", "O", "P", "Cl", "Cl", "H", "H", "H"], "coordinates": [[-1.65961, -0.05164, -0.01833], [-0.41210, 0.07897, -0.74737], [0.60233, 0.14907, 1.71045], [0.94400, 0.08456, 0.27798], [1.96095, 1.68743, -0.46776], [2.05822, -1.48034, -0.38982], [-1.53986, -0.80429, 0.64806], [-1.76731, 0.82662, 0.56800], [-0.18662, -0.49038, -1.58121]], "mulliken_charge": [-0.521, -0.280, -0.531, 0.895, -0.194, -0.211, 0.280, 0.297, 0.264], "e_homo_ev": -10.52, "lumo_ev": 0.323, "gap_ev": 10.845, "relative_energy_kcal_mol": 0.0, "spin_multiplicity": 1}